Entry 1:
87
Properties=species:S:1:pos:R:3:forces:R:3:mulliken_charge:R:1 method="wB97M-V/def2-TZVPD" charge=-1 e_tot_ev=-63063.5612 gap_ev=7.919 e_lumo_ev=2.213
C 6.644518 1.011679 -0.090363 -0.417 -0.903 0.113 -0.6186
C 5.446506 -0.122805 0.158357 0.400 1.669 -0.314 -0.1954
O 4.716526 -0.216417 -1.126588 0.489 -2.142 1.285 -0.2873
C 4.058567 -1.523001 -1.289146 -0.570 -0.519 0.742 -0.4659
C 2.424510 -1.392664 -1.620405 -0.099 -0.059 0.053 -0.0696
O 1.916906 -0.014478 -1.458762 -0.891 -2.634 -0.243 -0.4513
Al 0.009990 0.010194 -1.690785 2.516 -2.169 0.256 0.0505
C -0.728786 -1.406521 -0.405409 -0.975 -0.966 0.156 -0.5004
C -2.303515 -1.222029 0.009595 0.894 -0.292 -0.595 0.0476
O -2.582507 -2.105308 1.188326 1.563 2.632 3.502 -0.3289
C -2.006918 -1.536068 2.417123 3.792 -5.650 1.894 0.1921
O -1.236179 -2.345821 3.195151 -5.165 5.121 -4.566 -0.5067
P -0.775740 2.166280 -1.346114 -0.533 4.631 -4.098 0.8214
O -0.952401 2.819319 -2.809960 0.080 -2.111 4.661 -0.6199
O -2.337130 2.277576 -0.583961 2.479 -0.217 1.664 -0.5235
O 0.332835 3.226314 -0.497428 -3.550 -0.307 0.813 -0.5375
H 7.367660 0.513376 -0.891420 -1.355 1.194 1.793 0.2110
H 7.192435 1.203008 0.944683 -1.159 -0.416 -2.578 0.1388
H 6.232913 2.015736 -0.551755 0.636 -2.147 1.028 0.2704
H 5.978390 -1.112200 0.487208 -1.130 1.630 -0.745 0.2614
H 4.678111 0.228828 0.990507 1.622 -0.768 -1.577 0.2052
H 4.177766 -2.100604 -0.261524 -0.368 1.042 -2.069 0.2706
H 4.574735 -2.202448 -2.111622 -0.867 1.608 1.475 0.1854
H 2.194006 -1.823529 -2.708137 0.607 1.030 2.034 0.1533
H 1.912287 -2.173661 -0.877538 0.877 1.659 -1.370 0.0852
H -0.271013 -0.435406 -3.189294 -0.269 0.222 -0.134 -0.2511
H 0.016918 -1.493298 0.497618 -1.709 0.223 -1.308 0.2687
H -0.655597 -2.450682 -0.979943 -0.174 2.156 1.248 0.2135
H -2.609538 -0.144148 0.347064 0.582 -1.840 -0.896 0.1703
H -3.006158 -1.630861 -0.858555 1.502 1.157 2.052 -0.0278
H -2.098493 -0.420104 2.776821 -0.256 -2.002 -1.341 0.2878
H -2.203029 2.050954 0.399184 -0.373 0.401 -2.055 0.2813
H -0.260139 3.856788 0.044739 1.445 -1.195 -1.285 0.3032
C -4.039585 3.467943 -5.244128 -0.298 -0.002 0.124 -0.7131
C -2.860868 3.046429 -6.096874 0.395 0.210 0.499 -0.3175
O -1.691918 3.739520 -5.685185 -0.131 0.047 -0.204 -0.5359
H -4.206251 4.547140 -5.324535 0.039 -0.097 -0.081 0.2045
H -4.950025 2.946000 -5.551821 -0.064 0.005 0.033 0.1922
H -3.849799 3.253029 -4.187436 0.025 -0.081 -0.115 0.3411
H -3.045402 3.283145 -7.148977 0.145 0.029 0.062 0.2835
H -2.679690 1.970650 -6.011747 -0.187 -0.109 -0.075 0.2201
H -1.531881 3.516058 -4.752199 0.192 -0.091 0.019 0.3953
C 0.515714 -0.642400 6.356609 0.079 0.226 -0.097 -0.9568
C 0.431240 -1.850330 7.266549 -0.039 0.064 -0.410 -0.1170
O -0.910651 -2.308714 7.340835 -0.368 -0.311 -0.031 -0.5400
H -0.126672 0.163532 6.726372 0.122 -0.093 0.064 0.2646
H 1.543298 -0.273724 6.292186 -0.075 0.006 -0.059 0.3268
H 0.166381 -0.891088 5.349174 0.139 -0.064 0.051 0.2165
H 0.760180 -1.591854 8.277487 -0.194 -0.135 -0.048 0.3133
H 1.060817 -2.665228 6.896485 0.197 0.092 0.060 0.1786
H -1.190528 -2.543652 6.439457 0.150 0.146 0.372 0.3197
C 9.222991 0.877712 4.651726 -0.031 -0.131 0.232 -1.0561
C 9.493177 0.693554 3.172771 -0.053 0.268 0.200 -0.2136
O 8.549329 1.432518 2.411594 0.181 0.365 0.150 -0.5255
H 8.210098 0.545631 4.902085 0.164 -0.032 -0.080 0.2790
H 9.939355 0.310528 5.252665 -0.056 0.085 0.025 0.3309
H 9.289001 1.934885 4.928912 0.114 -0.077 -0.005 0.3265
H 9.404411 -0.361156 2.895795 -0.097 0.218 -0.118 0.2936
H 10.499454 1.035373 2.912122 0.122 -0.164 0.077 0.2342
H 8.641961 2.368674 2.658659 -0.099 -0.473 -0.168 0.2505
C -5.567123 0.250028 -2.836918 -0.020 0.247 0.053 -0.8451
C -4.709148 -0.836741 -3.450950 -0.219 0.150 0.079 -0.1878
O -4.450178 -1.850606 -2.491096 -0.213 -0.472 0.156 -0.5158
H -5.068025 0.688552 -1.966570 0.043 -0.019 -0.192 0.1680
H -5.772097 1.041922 -3.562790 -0.028 -0.031 0.089 0.1809
H -6.519020 -0.160568 -2.484628 -0.025 0.012 -0.128 0.4046
H -3.750233 -0.426551 -3.781456 -0.047 -0.208 0.154 0.2189
H -5.206974 -1.289064 -4.314052 0.021 0.135 -0.146 0.2827
H -5.307426 -2.214253 -2.210211 0.488 0.188 -0.121 0.2643
C 0.616064 -6.547849 6.185753 -0.033 -0.050 -0.236 -0.9587
C 1.591638 -6.685149 7.336242 -0.347 0.172 -0.045 -0.2505
O 1.742621 -5.436727 7.995753 -0.073 0.226 0.316 -0.5057
H 0.967214 -5.796232 5.471136 0.013 -0.156 0.092 0.2403
H 0.491985 -7.500804 5.663755 -0.062 0.087 0.000 0.3408
H -0.362274 -6.212624 6.545313 0.045 -0.125 -0.005 0.3079
H 2.573749 -6.998792 6.970050 -0.060 0.180 0.166 0.2768
H 1.241167 -7.425553 8.061738 0.040 -0.203 -0.094 0.2531
H 0.866661 -5.171026 8.324548 0.451 -0.063 -0.210 0.2894
C -6.506243 4.915934 -7.961542 0.168 0.027 -0.164 -0.8763
C -7.998337 4.844247 -7.711067 0.321 0.031 0.224 -0.2724
O -8.269556 3.936221 -6.653600 -0.107 -0.062 0.377 -0.5137
H -6.111100 3.927321 -8.217306 -0.106 0.135 -0.015 0.2368
H -6.280529 5.608452 -8.777308 0.059 -0.031 0.076 0.3746
H -5.977787 5.246857 -7.061526 -0.049 0.065 -0.116 0.2284
H -8.520252 4.492033 -8.605806 -0.039 -0.072 0.241 0.2870
H -8.398748 5.826427 -7.442058 -0.004 0.114 -0.197 0.2436
H -7.808625 4.262367 -5.861652 -0.215 -0.222 -0.424 0.2984

---

Entry 2:
39
Properties=species:S:1:pos:R:3:forces:R:3:mulliken_charge:R:1 method="wB97M-V/def2-TZVPD" spin_multiplicity=5 charge=+2 e_tot_ev=-112131.5282 gap_ev="9.067 / 7.747" e_above_lowest_kj_mol=0.1 e_lumo_ev="-6.956 / -8.276"
Ni -11.252760 2.993560 26.387270 -1.815 -2.136 0.425 0.6732
Ni -16.846340 1.972660 26.983690 1.240 0.481 -0.552 0.4806
C -13.747360 2.507540 26.402320 1.780 -0.035 -0.407 1.0140
O -14.941840 2.282950 26.385180 -2.847 -0.032 -1.039 0.6796
O -13.045220 2.265880 27.403570 2.817 -0.012 3.423 -0.9677
O -13.005410 2.894330 25.437410 -0.027 1.708 -2.170 -0.7358
O -17.228930 3.994170 26.630980 0.064 -0.587 0.889 -0.4873
H -17.620310 4.564730 25.969530 -0.275 -0.050 -0.580 0.3277
H -16.576100 4.543060 27.065460 0.277 0.318 0.222 0.3106
O -15.271840 5.084920 24.344140 -0.383 0.084 0.384 -0.6488
H -14.691170 4.431730 24.734530 0.354 -0.225 0.014 0.1844
H -15.531910 4.704090 23.505350 0.030 0.083 -0.415 0.3280
O -13.766240 2.926440 29.879340 -0.601 0.029 0.500 -0.7209
H -13.022390 2.554560 30.353290 0.046 -0.053 0.441 0.2935
H -13.474550 2.966860 28.968560 0.261 -0.068 -0.646 0.3374
O -12.500860 -0.054680 28.819480 0.306 -0.323 0.048 -0.6312
H -12.606960 0.715670 28.261330 -0.248 0.286 -0.238 0.3262
H -12.749670 0.246080 29.693470 -0.134 -0.177 0.302 0.3173
O -14.588590 0.537350 24.027670 0.025 -0.498 0.143 -0.6175
H -15.316060 0.930690 23.545700 0.107 -0.054 -0.341 0.2745
H -14.432760 1.136290 24.757890 -0.077 0.251 -0.056 0.0915
O -16.234550 1.970730 28.922010 -1.156 0.065 -0.365 -0.4272
H -15.331380 2.069160 29.223400 1.261 0.293 0.223 0.3800
H -16.758510 1.992720 29.722770 -0.431 0.070 0.253 0.3201
O -10.099890 2.512790 28.013380 -0.234 0.595 -0.228 -0.4572
H -9.255320 2.102070 28.198400 0.569 -0.159 -0.321 0.3236
H -10.571020 2.478320 28.845890 -0.319 0.019 0.318 0.3039
O -10.740990 1.144240 25.544350 0.326 0.620 0.266 -0.3783
H -9.967940 0.942740 25.017060 0.460 0.037 -0.248 0.3014
H -11.322230 0.394950 25.414190 -0.610 -0.175 0.000 0.3101
O -17.403850 1.663020 25.027960 -0.574 -0.088 0.256 -0.4743
H -18.134930 1.057590 24.904610 -0.371 -0.369 -0.110 0.3392
H -17.111590 1.870370 24.140370 0.301 0.472 -0.101 0.2490
O -16.515110 -0.021270 27.024410 -0.363 -0.244 0.132 -0.3629
H -17.082900 -0.756220 27.256130 -0.413 -0.208 0.276 0.2970
H -15.717380 -0.430650 26.689330 0.576 0.116 -0.354 0.3110
O -12.266830 2.840200 22.764210 0.061 -0.076 -0.238 -0.5934
H -11.330110 2.978210 22.904730 0.262 0.096 -0.289 0.2537
H -12.670170 3.057510 23.604640 -0.242 -0.052 0.182 0.4750

---

Entry 3:
10
Properties=species:S:1:pos:R:3:forces:R:3:mulliken_charge:R:1 method="wB97M-V/def2-TZVPD" e_tot_ev=-7629.8094 gap_ev="8.317 / 8.546" e_above_lowest_kj_mol=562.3 e_lumo_ev="0.745 / 0.682"
C -0.794097 0.913545 0.906777 0.254 -2.564 3.529 -0.5166
N 0.948064 -2.288839 0.124250 -0.382 0.293 -0.205 -0.3740
N 0.394743 0.370163 -0.917675 0.256 -0.622 -0.921 -0.5300
N 0.636078 -1.592912 -0.730822 0.862 1.161 -0.714 0.2212
O 0.456579 0.980944 0.296486 0.368 -0.640 0.078 -0.1263
H -1.593793 0.908375 0.263808 -1.629 0.416 -1.956 0.3227
H -0.770382 1.730546 1.554528 -0.489 1.535 0.992 0.2644
H -1.092126 -0.007324 1.679998 1.562 1.605 -2.047 0.1869
H 1.277744 0.665207 -1.405626 -0.553 -0.511 0.815 0.2609
H 0.537189 -1.679705 -1.771724 -0.248 -0.673 0.428 0.2908